Computed, not measured: a single C15H9NO4 molecule, with wB97M-V/def2-TZVPD.

Geometry as XYZ:
```
29
C15H9NO4, DFT wB97M-V/def2-TZVPD
O 3.700 -1.566 0.326
O 0.877 1.745 2.318
O 2.201 -1.164 2.886
O 3.446 0.495 2.340
C 2.621 -0.980 0.507
C 1.054 0.760 1.604
C -3.676 1.640 -0.682
C 0.676 -1.990 -2.604
C -3.193 2.259 0.473
C 1.709 -1.905 -1.654
C -2.928 0.610 -1.251
C -0.528 -1.349 -2.382
C -1.917 1.944 0.987
C 1.598 -1.097 -0.500
C -1.701 0.283 -0.717
C -0.654 -0.583 -1.213
C -1.189 0.947 0.379
C 0.394 -0.459 -0.326
N 0.131 0.502 0.613
C 2.310 -0.208 1.808
H 2.972 -1.786 2.822
H 3.189 0.822 3.218
H -4.623 1.906 -1.150
H 0.815 -2.614 -3.481
H -3.775 3.051 0.940
H 2.634 -2.495 -1.827
H -3.332 0.171 -2.166
H -1.300 -1.394 -3.135
H -1.513 2.453 1.867
```

The spin multiplicity is 1. The HOMO energy comes out at -0.3266 Eh. The value obtained for the orbital gap is 7.959 eV. Its structure (SMILES) is O=C1c2cccc3c4ccccc4n(c23)C(=O)C1(O)O. The value obtained for the energy above the lowest of the compared OMol25 structures with the same formula, charge and spin is 0.0 kJ/mol.


Computed, not measured: a 2-piece molecular cluster, C2H5Cl2OP overall, with wB97M-V/def2-TZVPD.

Geometry as XYZ:
```
11
C2H5Cl2OP, DFT wB97M-V/def2-TZVPD
C -0.522 -0.897 1.530
C -0.425 -1.416 0.299
O 0.008 1.106 0.257
P 0.617 1.479 -1.023
Cl 0.037 0.414 -2.496
Cl 1.127 -1.768 -0.329
H -1.317 -0.556 2.132
H 0.491 -0.739 2.042
H -1.218 -1.243 -0.530
H 0.370 2.793 -1.269
H 1.947 1.420 -1.199
```

The spin multiplicity is 1. The HOMO energy comes out at -0.3221 Eh. The value obtained for the orbital gap is 9.508 eV. Its structure (SMILES) is O=[PH2]Cl.C=CCl. The value obtained for the energy above the lowest of the compared OMol25 structures with the same formula, charge and spin is 281.0 kJ/mol.


Computed, not measured: a 8-piece molecular cluster, C40H76FN4O18PS overall, with wB97M-V/def2-TZVPD.

Geometry as XYZ:
```
141
C40H76FN4O18PS, DFT wB97M-V/def2-TZVPD
N 2.903 1.575 2.544
C 1.832 1.199 1.988
C 1.841 0.092 0.944
C 1.894 0.709 -0.476
F 1.230 1.933 -0.392
C 3.324 1.142 -0.929
O 4.201 1.600 -0.270
N 3.393 0.840 -2.300
C 2.110 0.351 -2.865
P 1.388 1.802 -3.763
O 0.017 1.659 -4.234
O 1.642 3.149 -2.921
O 2.389 1.966 -5.053
C 1.371 -0.183 -1.587
C 1.612 -1.688 -1.409
C 3.073 -2.189 -1.239
C 3.746 -2.740 -2.521
C 4.958 -1.950 -3.045
C 6.038 -1.706 -1.972
N 6.560 -0.332 -1.960
N -0.091 -0.095 -1.919
C -0.878 -0.038 -0.994
S -1.882 0.276 0.168
H 2.681 2.312 3.214
H 0.883 1.666 2.262
H 2.691 -0.561 1.135
H 0.895 -0.436 1.082
H 3.758 1.571 -2.895
H 2.208 -0.470 -3.581
H 2.465 3.549 -3.234
H 3.091 1.304 -5.002
H 1.171 -2.216 -2.255
H 1.067 -2.016 -0.522
H 3.718 -1.462 -0.743
H 3.011 -3.026 -0.540
H 4.116 -3.745 -2.302
H 3.024 -2.859 -3.335
H 4.676 -1.031 -3.565
H 5.422 -2.573 -3.816
H 5.693 -1.977 -0.972
H 6.880 -2.370 -2.193
H 5.987 0.291 -2.507
H 6.609 0.024 -1.015
O -5.928 -5.155 0.176
C -5.948 -3.954 0.130
O -4.844 -3.267 0.458
C -4.715 -1.847 0.273
C -5.302 -1.073 1.435
C -7.214 -3.201 -0.212
H -5.136 -1.541 -0.685
H -3.645 -1.658 0.216
H -6.374 -1.248 1.537
H -5.144 -0.003 1.300
H -4.834 -1.384 2.370
H -7.829 -3.125 0.684
H -7.753 -3.770 -0.965
H -7.045 -2.206 -0.617
O 3.014 1.504 5.626
C 4.150 1.576 5.999
O 4.736 2.787 6.078
C 6.024 2.999 6.659
C 7.138 2.743 5.664
C 4.961 0.336 6.295
H 6.139 2.412 7.571
H 6.035 4.046 6.958
H 7.145 1.706 5.327
H 8.107 2.967 6.110
H 7.004 3.368 4.781
H 5.343 -0.060 5.355
H 4.301 -0.399 6.748
H 5.788 0.495 6.983
O 6.068 -2.591 1.496
C 7.181 -2.503 1.944
O 7.788 -1.303 1.916
C 9.037 -1.037 2.559
C 10.212 -1.431 1.689
C 7.926 -3.712 2.451
H 9.072 -1.507 3.543
H 9.049 0.039 2.726
H 10.220 -2.502 1.485
H 11.152 -1.166 2.174
H 10.156 -0.919 0.728
H 8.365 -4.238 1.606
H 7.223 -4.374 2.941
H 8.705 -3.479 3.175
O -6.376 2.341 2.762
C -5.902 3.242 2.125
O -5.823 3.123 0.788
C -5.435 4.194 -0.080
C -3.930 4.303 -0.199
C -5.322 4.464 2.798
H -5.899 5.132 0.231
H -5.861 3.942 -1.051
H -3.464 4.535 0.760
H -3.656 5.083 -0.910
H -3.514 3.353 -0.539
H -4.310 4.235 3.129
H -5.935 4.695 3.667
H -5.302 5.352 2.171
O 6.597 -6.490 2.293
C 5.405 -6.607 2.409
O 4.888 -7.847 2.495
C 3.515 -8.109 2.800
C 2.641 -8.045 1.564
C 4.473 -5.419 2.376
H 3.163 -7.448 3.592
H 3.501 -9.119 3.206
H 2.647 -7.050 1.119
H 1.612 -8.305 1.811
H 3.008 -8.740 0.808
H 4.291 -5.144 1.339
H 4.953 -4.583 2.874
H 3.522 -5.589 2.877
O -3.852 0.758 -2.312
C -4.211 1.500 -3.188
O -5.474 1.968 -3.148
C -5.972 2.986 -4.027
C -6.439 2.403 -5.344
C -3.319 1.851 -4.349
H -5.234 3.779 -4.163
H -6.817 3.432 -3.510
H -5.622 1.930 -5.889
H -6.867 3.184 -5.973
H -7.195 1.636 -5.170
H -3.372 1.049 -5.085
H -2.296 1.930 -3.990
H -3.565 2.795 -4.830
O -8.633 4.782 -3.763
C -9.689 4.232 -3.591
O -10.821 4.923 -3.798
C -12.122 4.327 -3.786
C -12.679 4.220 -2.381
C -9.765 2.816 -3.069
H -12.111 3.366 -4.303
H -12.747 4.993 -4.378
H -12.066 3.574 -1.753
H -13.692 3.818 -2.403
H -12.701 5.203 -1.910
H -9.657 2.835 -1.985
H -8.940 2.249 -3.495
H -10.682 2.293 -3.328
```

The spin multiplicity is 1. The HOMO energy comes out at -0.3206 Eh. The value obtained for the orbital gap is 8.859 eV. Its structure (SMILES) is [H]/N=C/C[C@@]1(F)C(=O)N[C@H](P(=O)(O)O)[C@]1(CCCCCN)N=C=S.CCOC(C)=O.CCOC(C)=O.CCOC(C)=O.CCOC(C)=O.CCOC(C)=O.CCOC(C)=O.CCOC(C)=O.


Computed, not measured: C30H74NO22S7V as an isolated structure, with wB97M-V/def2-TZVPD.

Geometry as XYZ:
```
135
C30H74NO22S7V, DFT wB97M-V/def2-TZVPD
V 0.309 -0.514 -0.081
C 4.153 -2.204 1.713
C 2.866 -2.380 2.494
C 3.221 -2.675 3.952
C 3.748 -1.457 4.714
C 2.581 -0.510 4.771
C 2.096 -0.030 3.395
N 1.915 -1.242 2.526
O 1.878 -0.857 1.149
C 3.188 0.916 2.777
C 0.844 0.745 3.634
C 2.208 -3.691 1.985
H 4.661 -3.178 1.796
H 4.803 -1.466 2.131
H 4.037 -1.981 0.662
H 3.967 -3.514 3.990
H 2.264 -2.998 4.410
H 4.751 -1.025 4.331
H 3.945 -1.793 5.729
H 2.929 0.363 5.337
H 1.777 -1.042 5.280
H 2.727 1.539 1.999
H 3.996 0.339 2.299
H 3.685 1.460 3.616
H 1.087 1.740 4.140
H 0.072 0.233 4.206
H 0.315 0.876 2.720
H 1.326 -3.957 2.670
H 2.972 -4.497 1.932
H 1.783 -3.531 0.991
O 1.619 6.695 0.141
S 2.934 6.137 -0.032
O 3.049 4.884 -0.749
O 3.976 7.190 -0.712
C 3.664 8.588 -0.717
C 4.888 9.470 -0.451
C 3.540 5.902 1.629
H 2.903 8.626 0.097
H 3.215 8.781 -1.701
H 5.465 8.923 0.315
H 4.523 10.518 -0.228
H 5.472 9.509 -1.380
H 4.443 5.357 1.560
H 2.822 5.224 2.074
H 3.612 6.870 2.150
O -0.373 1.557 0.476
S -0.505 2.924 0.846
O 0.720 3.612 1.072
O -1.377 3.580 -0.324
C -0.791 4.717 -1.169
C -2.011 5.574 -1.454
C -1.673 3.080 2.031
H -0.379 4.192 -2.049
H -0.043 5.294 -0.602
H -1.754 6.267 -2.291
H -2.332 6.175 -0.601
H -2.862 5.024 -1.823
H -2.497 2.398 1.648
H -1.929 4.119 2.085
H -1.382 2.783 3.050
O -0.968 -0.749 -1.972
S -1.935 0.018 -2.697
O -2.696 -0.741 -3.650
O -2.935 0.587 -1.581
C -4.055 1.385 -1.863
C -4.624 2.048 -0.646
C -1.227 1.388 -3.314
H -4.830 0.699 -2.292
H -3.827 2.164 -2.588
H -3.922 2.790 -0.146
H -4.907 1.349 0.131
H -5.563 2.537 -0.948
H -0.354 1.085 -3.938
H -0.819 2.057 -2.562
H -1.876 1.992 -3.989
O -1.021 -1.728 1.044
S -1.884 -1.411 2.176
O -2.107 -0.064 2.386
O -3.227 -2.227 1.841
C -3.972 -1.558 0.739
C -5.395 -1.957 0.933
C -1.270 -2.358 3.597
H -3.551 -1.818 -0.224
H -3.806 -0.506 0.935
H -5.877 -1.549 1.795
H -5.527 -3.025 1.034
H -6.000 -1.704 0.125
H -0.232 -2.145 3.771
H -1.387 -3.460 3.389
H -2.030 -2.100 4.343
O -0.457 -3.636 -2.763
S 0.223 -3.635 -1.471
O 0.927 -2.436 -0.957
O -0.759 -4.007 -0.386
C -1.938 -4.844 -0.608
C -2.067 -5.830 0.497
C 1.474 -4.910 -1.476
H -1.844 -5.268 -1.607
H -2.705 -4.102 -0.764
H -1.163 -6.478 0.522
H -2.963 -6.415 0.276
H -2.275 -5.320 1.457
H 1.787 -5.125 -0.469
H 2.415 -4.545 -1.954
H 1.140 -5.816 -2.031
O 1.662 0.546 -1.406
S 2.999 1.109 -1.201
O 3.314 1.998 -0.121
O 3.905 -0.227 -1.219
C 5.402 -0.041 -0.627
C 6.456 -0.330 -1.694
C 3.280 1.990 -2.722
H 5.435 -0.845 0.091
H 5.389 0.893 -0.112
H 6.313 -1.312 -2.241
H 7.462 -0.303 -1.256
H 6.469 0.395 -2.505
H 3.020 3.063 -2.634
H 2.849 1.540 -3.614
H 4.358 2.018 -2.885
O -6.467 -2.704 -3.790
S -5.214 -3.112 -3.229
O -4.637 -2.390 -2.128
O -5.265 -4.629 -2.699
C -5.981 -5.602 -3.480
C -7.387 -5.898 -2.966
C -4.139 -3.199 -4.565
H -5.279 -6.462 -3.537
H -6.031 -5.214 -4.489
H -7.306 -6.289 -1.956
H -7.854 -6.664 -3.587
H -7.930 -4.941 -3.025
H -4.284 -2.305 -5.183
H -4.464 -4.114 -5.110
H -3.086 -3.241 -4.362
```

The spin multiplicity is 4. The HOMO energy (spin up / spin down) comes out at -0.3006 / -0.3111 Eh. The value obtained for the orbital gap (spin up / spin down) is 6.628 / 6.911 eV. As for the charge: +1.